[1]
78
Properties=species:S:1:pos:R:3 method="wB97M-V/def2-TZVPD" lumo_energy_ev="-6.4 / -8.6" relative_energy_kcal_mol=3.3 spin_multiplicity=5 homo_lumo_gap_ha="0.2491 / 0.1742" total_energy_ha=-2337.85126 largest_force_ev_per_a=3.03 homo_energy_ev="-13.2 / -13.4" total_charge=+2
Ru -0.180 1.207 -0.653
C 0.758 -0.723 -1.172
C 0.861 0.203 -2.238
C 0.055 0.123 -3.518
C -1.267 0.924 -3.477
C -1.723 1.204 -2.065
C -1.964 0.155 -1.123
C -1.703 -1.325 -1.353
C -0.247 -1.824 -1.127
C -0.859 1.569 1.203
H 1.652 -1.014 -0.624
H 1.826 0.695 -2.377
H -0.123 -0.931 -3.795
H 0.679 0.554 -4.315
H -1.152 1.874 -4.019
H -2.022 0.367 -4.051
H -2.311 2.116 -1.903
H -2.794 0.331 -0.429
H -2.040 -1.664 -2.347
H -2.322 -1.862 -0.615
H -0.175 -2.307 -0.130
H -0.016 -2.612 -1.870
H -0.678 0.658 1.815
H -1.928 1.818 1.265
H -0.252 2.411 1.591
P 0.880 7.673 -4.795
P -1.954 8.351 -3.930
C -0.462 7.331 -5.956
C -1.690 7.838 -5.636
C 2.063 8.663 -5.821
C 2.043 8.682 -7.227
C 3.058 9.338 -7.940
C 4.029 10.097 -7.274
C 3.956 10.211 -5.878
C 2.989 9.501 -5.156
C 1.540 5.961 -4.662
C 0.741 5.070 -3.921
C 1.165 3.756 -3.737
C 2.377 3.331 -4.299
C 3.149 4.210 -5.071
C 2.728 5.528 -5.261
C -3.008 9.867 -4.275
C -2.349 10.964 -4.867
C -3.084 12.077 -5.281
C -4.466 12.137 -5.083
C -5.110 11.070 -4.457
C -4.392 9.939 -4.047
C -3.238 7.168 -3.375
C -3.562 7.165 -2.003
C -4.616 6.376 -1.546
C -5.317 5.560 -2.443
C -4.951 5.516 -3.793
C -3.893 6.301 -4.256
H -0.217 6.705 -6.827
H -2.495 8.042 -6.352
H 1.243 8.180 -7.778
H 3.083 9.260 -9.029
H 4.816 10.611 -7.832
H 4.663 10.856 -5.352
H 2.949 9.584 -4.065
H -0.211 5.409 -3.509
H 0.559 3.066 -3.144
H 2.713 2.308 -4.129
H 4.082 3.868 -5.521
H 3.308 6.215 -5.877
H -1.266 10.919 -5.031
H -2.571 12.897 -5.775
H -5.034 13.000 -5.421
H -6.184 11.099 -4.294
H -4.920 9.098 -3.582
H -2.988 7.787 -1.314
H -4.888 6.403 -0.490
H -6.151 4.958 -2.085
H -5.484 4.871 -4.491
H -3.587 6.240 -5.300
O 1.845 0.291 1.216
N 1.744 1.191 0.354
O 2.646 2.003 0.085

***

[2]
95
Properties=species:S:1:pos:R:3 method="wB97M-V/def2-TZVPD" lumo_energy_ev="-3.8 / -4.7" relative_energy_kcal_mol=61.5 spin_multiplicity=3 homo_lumo_gap_ha="0.2082 / 0.1862" total_energy_ha=-18153.49433 largest_force_ev_per_a=5.88 homo_energy_ev="-9.5 / -9.8" total_charge=+1
W 0.152 0.434 -1.595
Br -5.787 2.707 -4.548
C -4.529 1.885 -3.413
C -4.920 1.412 -2.162
Br -6.707 1.586 -1.598
C -3.985 0.824 -1.307
Br -4.481 0.142 0.371
C -2.659 0.731 -1.701
O -1.645 0.228 -0.989
C -2.270 1.177 -2.983
O -0.982 0.985 -3.250
C -3.202 1.760 -3.830
Br -2.622 2.374 -5.511
Se 4.248 0.977 -1.045
Se 1.784 1.176 -3.380
C 1.037 2.794 -2.722
C 1.264 4.036 -3.283
C 0.487 5.115 -2.884
C -0.537 4.885 -1.959
C -0.696 3.631 -1.425
N 0.108 2.580 -1.738
C 3.919 -0.813 -1.462
C 4.927 -1.657 -1.867
C 4.666 -2.974 -2.230
C 3.338 -3.426 -2.175
C 2.350 -2.607 -1.731
N 2.583 -1.263 -1.399
H 2.031 4.110 -4.038
H 0.637 6.096 -3.308
H -1.208 5.677 -1.663
H -1.486 3.405 -0.718
H 5.933 -1.267 -1.902
H 5.462 -3.639 -2.516
H 3.098 -4.438 -2.462
H 1.332 -2.936 -1.584
C 2.636 3.048 4.332
C 1.378 2.207 4.535
N 0.838 1.722 3.276
C 0.064 2.390 2.434
S -0.629 1.570 1.086
N -0.193 3.669 2.710
C -1.037 4.604 2.009
C -0.195 5.721 1.400
H 3.068 3.303 5.295
H 2.431 3.970 3.792
H 3.368 2.478 3.769
H 0.610 2.763 5.083
H 1.626 1.312 5.106
H 0.987 0.726 3.149
H 0.281 4.059 3.512
H -1.754 5.019 2.724
H -1.591 4.059 1.249
H 0.394 6.214 2.170
H -0.833 6.465 0.934
H 0.487 5.319 0.654
C -3.743 -4.536 1.826
C -2.449 -3.951 2.297
C -2.205 -2.585 2.189
C -1.017 -2.037 2.646
C -0.076 -2.872 3.220
C -0.290 -4.233 3.326
C -1.474 -4.771 2.860
S 1.459 -2.267 3.891
O 1.794 -2.965 5.087
O 1.404 -0.828 3.945
N 2.633 -2.689 2.773
C 2.319 -2.484 1.379
C 2.283 -0.987 1.093
C 1.735 -0.659 -0.306
O 1.705 0.714 -0.529
O 0.454 -1.084 -0.499
H -4.549 -3.811 1.906
H -3.994 -5.423 2.402
H -3.666 -4.837 0.781
H -2.963 -1.938 1.774
H -0.844 -0.975 2.577
H 0.462 -4.840 3.805
H -1.656 -5.830 2.958
H 2.994 -3.603 2.994
H 1.343 -2.923 1.116
H 3.094 -2.958 0.772
H 3.275 -0.550 1.215
H 1.605 -0.500 1.791
C -1.846 -2.751 -1.484
C -1.188 -2.414 -2.773
N -0.316 -1.429 -2.979
C 0.044 -1.517 -4.310
C -0.620 -2.543 -4.896
N -1.394 -3.097 -3.915
H -1.606 -1.988 -0.736
H -1.490 -3.716 -1.119
H -2.928 -2.809 -1.601
H 0.745 -0.840 -4.764
H -0.602 -2.904 -5.903
H -2.006 -3.891 -4.026

***

[3]
87
Properties=species:S:1:pos:R:3 method="wB97M-V/def2-TZVPD" lumo_energy_ev=-0.9 spin_multiplicity=1 smiles="C[C@@H](Cl)CN1c2cc(CCCCO)c(Cl)cc2Sc2c(C(F)(F)c3cccc(C(F)(F)F)c3)ccc(CC(=O)O)c21.CC(C)=O.CC(C)=O" homo_lumo_gap_ha=0.2755 total_energy_ha=-3604.24166 largest_force_ev_per_a=8.86 homo_energy_ev=-8.3 total_charge=0
C 0.852 -2.389 0.237
C 1.016 -1.584 -1.211
Cl 1.195 -2.956 -2.499
C -0.360 -0.760 -1.553
N -0.163 0.687 -1.947
C 0.670 1.464 -0.951
C 2.207 1.881 -1.462
C 3.179 2.734 -0.448
C 4.672 3.152 -1.047
C 5.756 1.938 -0.834
C 5.874 0.968 -2.151
C 5.039 -0.441 -2.054
O 4.929 -1.006 -0.698
C 2.632 3.109 1.052
Cl 3.847 4.052 2.151
C 1.110 2.721 1.619
C 0.143 1.910 0.572
S -1.659 1.395 0.948
C -2.510 1.677 -0.740
C -4.044 2.303 -0.873
C -4.965 2.683 0.466
F -4.122 3.534 1.338
F -6.188 3.427 0.027
C -5.334 1.203 1.152
C -5.535 1.080 2.785
C -5.892 -0.392 3.417
C -6.039 -1.751 2.503
C -5.808 -1.673 0.877
C -5.882 -2.975 -0.138
F -7.075 -2.971 -1.024
F -4.629 -2.913 -0.975
F -5.744 -4.188 0.706
C -5.481 -0.179 0.222
C -4.584 2.520 -2.431
C -3.684 2.128 -3.751
C -2.186 1.479 -3.598
C -1.207 1.019 -4.858
C -1.641 2.019 -6.127
O -0.950 3.155 -6.256
O -2.774 1.580 -6.957
C -1.584 1.266 -2.067
H 1.073 -1.720 1.171
H -0.246 -2.851 0.300
H 1.664 -3.248 0.206
H 2.004 -0.962 -1.291
H -0.840 -1.297 -2.504
H -1.124 -0.934 -0.676
H 2.534 1.580 -2.557
H 4.502 3.287 -2.220
H 5.039 4.208 -0.667
H 6.816 2.465 -0.684
H 5.508 1.387 0.169
H 7.018 0.751 -2.344
H 5.474 1.524 -3.129
H 5.659 -1.236 -2.693
H 3.969 -0.416 -2.540
H 4.099 -1.590 -0.685
H 0.745 3.010 2.704
H -5.397 2.061 3.451
H -6.050 -0.496 4.580
H -6.292 -2.804 2.971
H -5.354 -0.171 -0.963
H -5.650 2.994 -2.551
H -4.150 2.310 -4.816
H -0.069 1.154 -4.584
H -1.350 -0.104 -5.158
H -3.154 0.773 -6.467
C -5.600 -2.998 8.090
C -5.640 -1.758 7.238
O -6.575 -1.542 6.468
C -4.492 -0.792 7.364
H -6.493 -3.602 7.894
H -4.716 -3.591 7.843
H -5.590 -2.722 9.148
H -3.559 -1.287 7.084
H -4.433 -0.418 8.389
H -4.656 0.055 6.690
C 10.341 -1.538 -0.771
C 9.037 -1.955 -1.397
O 8.661 -1.478 -2.466
C 8.212 -2.979 -0.664
H 10.829 -0.794 -1.410
H 10.156 -1.090 0.209
H 11.001 -2.403 -0.675
H 7.932 -2.595 0.320
H 8.778 -3.909 -0.563
H 7.299 -3.184 -1.233